Entry 1:
27
Properties=species:S:1:pos:R:3:forces:R:3 method="wB97M-V/def2-TZVPD" e_homo_ev=-12.43 lumo_ev=-4.52 e_above_lowest_kj_mol=0.0 total_energy_ha=-996.00434 total_charge=+1 fmax_ha_per_bohr=0.094 gap_ha=0.291
C 0.828 6.650 -1.765 -0.1 -0.2 0.2
O 0.591 5.272 -2.221 -0.2 -1.2 1.3
C 0.405 4.275 -1.307 0.2 1.4 -0.7
C 0.332 2.933 -1.755 0.0 0.3 -0.3
C 0.244 1.908 -0.859 -0.7 0.6 0.6
N 0.074 2.160 0.497 0.9 1.8 -1.5
C 0.235 1.113 1.421 0.4 -4.5 1.7
Cl 1.884 0.319 1.026 -0.8 0.7 0.5
N -0.753 0.002 1.410 -0.1 1.0 -1.0
C -2.091 0.361 1.889 0.0 0.4 0.2
C -0.356 -1.287 1.976 0.3 -0.4 0.1
C 0.252 3.447 0.950 -0.6 -0.4 -0.2
C 0.331 4.506 0.081 0.1 0.2 0.2
H 1.061 7.259 -2.650 -0.1 -0.6 0.2
H -0.080 7.055 -1.290 0.3 -0.2 -0.1
H 1.685 6.684 -1.073 -0.3 -0.1 -0.2
H 0.373 2.718 -2.820 0.2 0.0 0.2
H 0.340 0.877 -1.164 -0.4 0.0 0.2
H 0.293 1.459 2.451 0.4 0.7 -0.1
H -2.699 -0.546 1.895 0.0 0.3 -0.3
H -2.126 0.718 2.930 0.2 0.1 -0.1
H -2.560 1.104 1.243 0.0 0.0 0.0
H -1.265 -1.874 2.148 0.3 0.2 -0.2
H 0.262 -1.845 1.273 0.0 0.1 0.1
H 0.157 -1.244 2.944 0.1 0.2 0.0
H 0.323 3.580 2.037 -0.3 -0.1 -0.6
H 0.348 5.516 0.487 0.2 -0.4 -0.1

---

Entry 2:
13
Properties=species:S:1:pos:R:3:forces:R:3 method="wB97M-V/def2-TZVPD" e_homo_ev="-5.81 / -9.96" lumo_ev="0.64 / -3.60" total_energy_ha=-1155.80761 multiplicity=3 fmax_ha_per_bohr=0.188 gap_ha="0.237 / 0.234"
C 0.473 -1.634 0.531 6.4 4.0 0.0
C -1.627 0.381 -0.698 1.8 0.9 1.6
N 0.812 -0.346 0.192 0.3 3.2 -2.1
O -0.625 -2.084 0.516 -9.0 -3.6 -0.2
O 0.609 1.587 -1.384 -0.5 0.5 0.6
O -0.249 1.827 0.974 0.0 1.7 1.5
S 2.440 0.090 0.078 0.3 -0.4 1.5
S -0.065 1.103 -0.212 -0.5 -2.8 -1.7
H 1.307 -2.136 0.821 2.2 -2.2 1.1
H -2.113 1.082 -1.297 -0.8 0.9 -1.2
H -1.292 -0.495 -1.141 -0.2 -1.6 -1.4
H -2.142 0.209 0.208 -0.7 -0.3 0.8
H 2.473 0.414 1.413 0.6 -0.1 -0.6

---

Entry 3:
46
Properties=species:S:1:pos:R:3:forces:R:3 method="wB97M-V/def2-TZVPD" e_homo_ev=-14.03 lumo_ev=-8.48 total_energy_ha=-2300.10593 total_charge=+2 fmax_ha_per_bohr=0.077 gap_ha=0.204
C 4.991 1.039 1.423 -0.3 -0.2 0.0
C 3.939 1.609 0.483 0.5 -0.6 -0.2
N 2.743 0.743 0.368 -1.0 0.3 -0.2
C 1.655 1.139 1.255 0.2 0.0 0.2
C 0.557 0.069 1.314 -0.2 0.3 0.2
P -1.018 0.760 0.623 3.1 -2.1 1.2
C -2.211 -0.514 1.107 -0.5 0.2 -0.1
C -2.880 -1.221 -0.089 -0.2 0.3 0.0
C -2.952 -2.724 0.132 -0.1 -0.1 -0.1
C -1.605 -3.456 -0.019 0.1 -0.2 0.0
O -0.540 -2.552 -0.402 -0.4 0.4 0.1
C -0.208 -2.539 -1.719 0.8 -0.9 -0.6
O 0.358 -3.430 -2.282 -0.6 0.6 0.4
P -2.981 2.032 -0.324 0.7 -1.4 1.1
O -4.392 1.702 0.035 -1.1 1.2 -0.7
O -2.880 3.676 0.197 -0.4 0.5 -1.6
O -2.969 2.278 -2.009 -0.6 1.1 0.4
C 2.272 0.581 -0.955 -0.4 0.7 -0.1
C 3.004 -0.446 -1.745 0.4 0.4 -0.1
O 1.282 1.192 -1.374 0.6 -1.0 0.5
H 4.781 1.267 2.465 0.1 0.0 0.1
H 5.979 1.403 1.157 0.1 0.2 0.1
H 4.997 -0.044 1.313 0.1 -0.1 0.0
H 4.384 1.679 -0.509 -0.1 0.2 -0.1
H 3.629 2.609 0.787 -0.1 0.1 -0.1
H 2.077 1.300 2.245 0.1 0.0 0.0
H 1.225 2.097 0.933 0.1 0.2 0.0
H 0.853 -0.824 0.767 -0.1 -0.1 0.0
H 0.375 -0.240 2.345 0.0 0.0 0.1
H -0.558 0.696 -0.691 -0.5 0.5 -0.2
H -0.835 1.935 1.353 -0.7 0.4 -0.3
H -1.628 -1.222 1.692 0.1 0.0 0.0
H -2.960 -0.093 1.778 -0.1 0.0 0.0
H -2.346 -0.997 -1.016 0.1 -0.1 -0.1
H -3.889 -0.835 -0.224 -0.1 0.0 0.1
H -3.356 -2.904 1.129 0.0 0.0 0.0
H -3.675 -3.149 -0.563 0.0 0.0 -0.1
H -1.675 -4.235 -0.774 0.0 -0.1 0.0
H -1.299 -3.919 0.913 0.1 0.0 0.0
H -0.479 -1.605 -2.225 0.1 0.3 0.0
H -3.719 3.888 0.635 0.6 -0.4 1.7
H -3.120 1.404 -2.404 0.0 0.1 -0.3
H 2.613 -1.425 -1.469 -0.1 -0.1 -0.1
H 4.053 -0.455 -1.451 0.1 0.0 0.0
H 2.916 -0.266 -2.811 -0.1 -0.1 -0.1
Ca -4.507 3.999 -1.396 -0.5 -0.4 -1.2

---

Entry 4:
13
Properties=species:S:1:pos:R:3:forces:R:3 method="wB97M-V/def2-TZVPD" e_homo_ev=-9.80 lumo_ev=0.93 e_above_lowest_kj_mol=317.0 total_energy_ha=-286.51090 fmax_ha_per_bohr=0.060 gap_ha=0.395
C -1.741 -0.447 0.413 -0.1 0.0 0.1
C -0.312 -0.456 -0.055 0.0 -0.2 0.5
C 0.144 0.366 -1.189 1.1 0.6 0.9
N 0.516 0.653 0.328 0.6 -0.3 0.9
C 1.888 0.542 0.568 -0.1 -0.8 0.1
O 2.468 -0.489 0.791 0.3 0.3 0.1
H -1.770 -0.567 1.497 -0.1 0.0 -0.1
H -2.295 -1.269 -0.051 0.1 0.1 0.1
H -2.231 0.493 0.142 0.1 -0.1 0.1
H 0.228 -1.394 0.057 -0.2 -0.1 -0.3
H 0.924 -0.081 -1.820 -0.2 0.7 0.3
H -0.054 1.420 -1.025 -1.5 0.2 -2.7
H 2.366 1.544 0.534 0.1 -0.4 0.0